DFT (ωB97M-V/def2-TZVPD) results for a structure of composition C45H43IrN3OP2S3 in a non-equilibrium geometry.

Properties
Highest occupied orbital energy (spin up / spin down) = -15.5 / -15.5 eV
Net charge = +3
Multiplicity = 5
Frontier orbital gap (spin up / spin down) = 8.2 / 4.8 eV

Last column: Löwdin spin population.
Geometry (Å):
Ir: -0.533786 -0.028264 -0.995964  2.307
C: 1.370936 -1.234163 5.292659  0.000
C: 1.584264 -0.267820 4.118966  0.000
C: 2.594518 0.836710 4.509359  0.000
C: 0.289468 0.431729 3.760795  0.002
C: -0.568803 0.944830 4.728254  0.001
C: -1.686812 1.686343 4.387917  0.002
C: -1.986242 1.940937 3.058407  0.005
C: -1.172013 1.417265 2.065615  0.021
P: -1.344119 1.823390 0.294976  0.189
C: -0.601712 3.485035 0.357476  0.036
C: 0.783467 3.592008 0.489655  0.010
C: 1.357963 4.830640 0.706757  0.000
C: 0.560402 5.963975 0.782448  0.010
C: -0.813615 5.856111 0.629926  0.002
C: -1.404155 4.620988 0.421526  0.012
C: -3.092336 1.980592 -0.132061  0.042
C: -3.373618 2.525444 -1.389761  0.023
C: -4.671462 2.553023 -1.863823  -0.002
C: -5.694946 2.010860 -1.099351  0.026
C: -5.421092 1.473554 0.149048  0.001
C: -4.123887 1.435470 0.628860  0.020
C: -0.030986 0.680963 2.426198  0.005
O: 0.736433 0.231069 1.390586  0.089
C: 1.724327 -0.678297 1.625348  0.007
C: 2.277284 -1.296272 0.491828  0.022
C: 3.234058 -2.285930 0.658195  0.007
C: 3.653039 -2.625561 1.935558  0.002
C: 3.131513 -1.975357 3.040249  0.003
C: 2.145621 -1.002563 2.917652  0.003
P: 1.748637 -0.752710 -1.160611  0.184
C: 3.038087 0.395005 -1.727025  0.033
C: 2.707254 1.410071 -2.623239  0.009
C: 3.701211 2.228942 -3.131213  0.000
C: 5.018933 2.043239 -2.737679  0.003
C: 5.347880 1.031146 -1.847366  0.003
C: 4.361804 0.205710 -1.337181  0.007
C: 1.933670 -2.222885 -2.203836  0.036
C: 2.581750 -2.150140 -3.435191  0.015
C: 2.664889 -3.275834 -4.236580  0.001
C: 2.086302 -4.468050 -3.825464  0.019
C: 1.423137 -4.536440 -2.607090  -0.001
C: 1.336536 -3.418673 -1.798733  0.020
H: 0.983875 -0.714370 6.162331  0.000
H: 2.308080 -1.685586 5.597274  0.000
H: 0.676271 -2.024811 5.012670  0.000
H: 2.217367 1.408913 5.352462  0.000
H: 2.763121 1.518286 3.676821  0.000
H: 3.543394 0.390888 4.789785  0.000
H: -0.355045 0.791836 5.772465  0.000
H: -2.311810 2.095892 5.164493  0.000
H: -2.831592 2.557022 2.794919  0.000
H: 1.398968 2.702871 0.421996  0.001
H: 2.427571 4.916199 0.816012  0.000
H: 1.012973 6.928955 0.956104  0.000
H: -1.428860 6.740913 0.676820  0.000
H: -2.476928 4.543848 0.322231  0.000
H: -2.567660 2.932069 -1.987080  0.000
H: -4.891101 2.988100 -2.827001  -0.001
H: -6.707041 2.012317 -1.471181  0.001
H: -6.229915 1.084942 0.748065  0.000
H: -3.909707 1.011966 1.597558  0.001
H: 3.644812 -2.791673 -0.202793  0.000
H: 4.396848 -3.395217 2.067677  0.000
H: 3.501553 -2.248458 4.013924  0.000
H: 1.670918 1.554688 -2.907168  0.003
H: 3.450716 3.009758 -3.834304  0.000
H: 5.793263 2.689846 -3.119931  0.000
H: 6.374943 0.873962 -1.554339  0.000
H: 4.619382 -0.581527 -0.644488  0.000
H: 3.043573 -1.226163 -3.752606  0.001
H: 3.200525 -3.228312 -5.173354  0.000
H: 2.158926 -5.343850 -4.451134  0.001
H: 0.979968 -5.464910 -2.284854  0.000
H: 0.817837 -3.463922 -0.849941  0.000
S: -1.431026 -2.050926 0.206522  0.299
C: -2.760788 -1.874023 1.260588  0.058
N: -2.637607 -1.881676 2.583584  0.024
C: -3.932579 -1.908615 3.250734  0.003
C: -4.919462 -1.790925 2.070674  0.002
N: -4.035165 -1.783054 0.911612  0.019
H: -1.776470 -2.081494 3.063055  0.001
H: -4.008139 -1.074164 3.951840  0.001
H: -4.062729 -2.839982 3.808074  0.001
H: -5.504880 -0.869031 2.107224  0.001
H: -5.611360 -2.633582 2.018426  0.001
H: -4.381458 -1.833038 -0.032007  0.001
S: -1.278703 0.280669 -3.336777  0.278
C: -1.001226 -1.110494 -4.250618  0.058
N: -0.606411 -1.081019 -5.513321  0.032
C: -0.405328 -2.352064 -6.183798  0.004
C: -1.155958 -3.401492 -5.369902  0.004
S: -1.304491 -2.713282 -3.679532  0.024
H: -0.411512 -0.212456 -5.993847  0.002
H: 0.670259 -2.567186 -6.223018  0.001
H: -0.790802 -2.304187 -7.205773  0.001
H: -0.632861 -4.352347 -5.311925  0.001
H: -2.170329 -3.566194 -5.731339  0.001

Atomic forces in eV per Å
Ir -0.6 -0.5 -0.3
C 0.0 0.2 -0.2
C 0.2 0.2 0.3
C -0.1 -0.2 0.0
C 0.0 -0.1 -0.6
C -0.1 0.1 -0.2
C -0.1 0.1 -0.1
C 0.1 -0.1 0.0
C 0.5 -0.7 -0.4
P -0.5 0.9 1.2
C 0.1 -0.2 -0.6
C -0.1 -0.2 -0.1
C 0.0 0.0 0.0
C 0.0 -0.1 0.0
C 0.0 0.1 0.1
C -0.1 -0.1 -0.1
C 0.3 -0.3 -0.3
C 0.1 0.0 0.0
C 0.0 0.0 -0.1
C 0.0 0.1 0.0
C 0.0 -0.1 0.0
C 0.1 0.1 0.0
C -0.9 0.3 0.8
O 0.1 0.4 -0.4
C 0.9 -1.0 0.2
C -0.7 0.4 0.1
C 0.1 -0.1 0.2
C 0.1 0.0 -0.2
C 0.0 -0.1 -0.2
C -0.4 0.2 -0.5
P 1.3 -0.6 0.3
C -0.6 0.2 0.0
C -0.1 -0.1 0.1
C 0.0 0.1 -0.1
C -0.1 0.0 0.0
C 0.0 -0.1 0.0
C -0.1 -0.1 0.1
C -0.4 0.1 0.0
C 0.0 0.2 0.1
C 0.0 -0.1 -0.1
C 0.0 0.1 0.0
C 0.0 -0.1 0.1
C 0.1 0.1 0.0
H 0.0 0.0 0.1
H 0.1 -0.1 0.1
H 0.0 -0.1 0.1
H 0.0 0.1 0.1
H 0.0 0.1 0.0
H 0.2 0.0 0.0
H 0.1 0.0 0.1
H -0.1 0.1 0.1
H -0.1 0.1 0.0
H 0.1 0.0 0.0
H 0.1 0.0 0.0
H 0.0 0.1 0.0
H -0.1 0.1 0.0
H -0.1 0.0 0.0
H 0.0 0.1 -0.1
H 0.0 0.0 -0.1
H -0.1 0.1 0.0
H -0.1 0.0 0.1
H 0.0 -0.1 0.1
H 0.1 -0.1 -0.1
H 0.1 -0.1 0.0
H 0.0 0.0 0.2
H 0.0 0.1 -0.1
H 0.0 0.1 0.0
H 0.1 0.1 -0.1
H 0.1 0.0 0.0
H 0.1 0.0 0.0
H 0.1 0.1 0.0
H 0.1 0.0 -0.1
H 0.0 -0.1 0.0
H -0.1 -0.1 0.0
H 0.0 -0.1 0.1
S 1.2 0.6 -1.2
C -0.7 0.4 0.5
N 0.0 -0.1 -0.4
C -0.3 0.0 0.5
C -0.5 0.1 0.3
N 0.3 -0.1 0.0
H 0.2 0.1 -0.1
H 0.0 -0.1 -0.1
H 0.0 0.1 -0.1
H 0.1 -0.1 0.0
H 0.1 0.1 0.0
H 0.2 0.0 -0.1
S 0.0 0.7 1.2
C 0.3 -1.1 -0.9
N -0.4 0.4 0.7
C 0.3 -0.5 -0.4
C -0.2 0.0 0.2
S 0.0 0.4 -0.2
H 0.0 0.1 0.1
H -0.2 0.0 0.0
H 0.1 0.0 0.2
H 0.0 0.0 -0.1
H 0.1 0.0 0.0


DFT (ωB97M-V/def2-TZVPD) results for a structure of composition C38H25ClMoN4O2S5.

Properties
Highest occupied orbital energy (spin up / spin down) = -7.5 / -7.7 eV
Net charge = 0
Multiplicity = 3
Frontier orbital gap (spin up / spin down) = 6.9 / 6.7 eV

Last column: Löwdin spin population.
Geometry (Å):
Mo: 0.425033 -1.148160 1.009938  1.714
Cl: -1.234620 -0.463376 8.273356  0.002
C: -1.032592 -0.832356 6.588749  0.008
C: -1.716527 -1.926558 6.037218  -0.001
C: -1.582581 -2.243235 4.711949  0.005
C: -0.748425 -1.480505 3.854822  0.002
O: -0.703132 -1.814045 2.605789  0.060
C: -0.064168 -0.377803 4.431719  0.010
C: 0.813948 0.463216 3.681735  0.005
O: 1.137829 0.331884 2.497975  0.011
C: -0.223350 -0.068020 5.799510  0.000
H: -2.359614 -2.520031 6.674047  0.000
H: -2.111564 -3.082577 4.281989  0.000
H: 1.256168 1.308559 4.222368  0.000
H: 0.302775 0.781051 6.217824  0.000
S: -2.953276 -3.274984 -1.446536  0.015
C: -3.753823 -2.313127 -0.245976  0.000
C: -5.123070 -2.160958 -0.061475  0.001
C: -5.548507 -1.322320 0.946568  -0.001
C: -4.624615 -0.654009 1.753662  0.002
C: -3.264106 -0.794816 1.566063  -0.001
C: -2.818187 -1.628914 0.539064  0.000
N: -1.495193 -1.877611 0.148229  -0.002
C: -1.440345 -2.733605 -0.844445  0.026
C: -0.139081 -3.176284 -1.290945  0.012
C: 0.025432 -4.054096 -2.363525  -0.001
C: 1.301691 -4.431467 -2.730002  0.016
C: 2.381998 -3.931380 -2.007140  -0.002
C: 2.195057 -3.071886 -0.935966  0.012
C: 0.921991 -2.660966 -0.538557  -0.024
H: -5.831937 -2.674335 -0.697336  0.000
H: -6.608217 -1.174416 1.107068  0.000
H: -4.980421 -0.002834 2.541434  0.000
H: -2.562676 -0.250656 2.171666  0.000
H: -0.833498 -4.432306 -2.906390  0.000
H: 1.459442 -5.108071 -3.559095  0.001
H: 3.389548 -4.222320 -2.279409  -0.001
H: 3.068623 -2.728687 -0.397936  0.001
C: 0.996555 0.024540 -2.222977  0.011
C: 2.105799 0.372888 -1.281669  0.012
C: 3.125205 1.259159 -1.705933  -0.001
C: 4.214566 1.459214 -0.917828  0.007
C: 4.369589 0.716258 0.276909  -0.001
C: 5.536164 0.792695 1.068744  0.007
C: 5.659690 -0.020377 2.161308  -0.001
C: 4.644682 -0.934959 2.490285  0.008
C: 3.480625 -1.026941 1.758800  0.003
S: 2.280186 -2.247617 2.152252  0.027
C: 3.326312 -0.153891 0.642968  0.003
N: 2.170922 -0.219129 -0.104074  -0.002
H: 0.839953 0.804865 -2.965785  0.001
H: 0.061900 -0.166576 -1.698967  0.006
H: 1.266675 -0.900020 -2.740850  0.001
H: 3.011917 1.763151 -2.655498  0.000
H: 4.995547 2.151316 -1.209565  0.000
H: 6.321783 1.481435 0.785269  0.000
H: 6.550467 0.019014 2.774762  0.000
H: 4.783550 -1.596301 3.336309  0.000
S: -3.656426 1.589701 -4.238562  0.001
C: -2.702820 1.776044 -2.894377  0.001
S: -2.739787 0.632960 -1.581501  0.001
C: -1.474863 1.500214 -0.768206  0.008
N: -1.086526 2.553517 -1.404125  0.008
N: -1.796938 2.727637 -2.570694  0.001
C: -1.414122 3.851189 -3.366441  0.000
C: -0.074307 4.216653 -3.395375  0.000
C: 0.314234 5.309537 -4.152404  0.000
C: -0.622796 6.031450 -4.876853  0.000
C: -1.957213 5.658688 -4.835239  0.000
C: -2.363252 4.568996 -4.079577  0.000
S: -0.682887 1.121257 0.749734  0.028
H: 0.645002 3.661124 -2.811109  0.000
H: 1.357962 5.595919 -4.170183  0.000
H: -0.313287 6.882958 -5.468727  0.000
H: -2.698888 6.218635 -5.389738  0.000
H: -3.401182 4.276774 -4.049063  0.000

Atomic forces in eV per Å
Mo 0.0 -0.2 -0.1
Cl 0.0 0.0 0.0
C 0.1 0.1 0.0
C 0.0 -0.1 0.0
C 0.1 0.1 0.0
C -0.1 0.0 0.1
O 0.2 0.1 -0.3
C 0.1 0.0 -0.1
C -0.1 -0.2 0.0
O 0.0 0.1 -0.2
C -0.1 -0.1 0.1
H 0.0 0.0 0.0
H 0.0 0.0 0.0
H 0.0 0.0 0.0
H 0.0 0.0 0.0
S 0.0 0.0 0.0
C 0.0 0.1 0.1
C 0.0 0.0 0.0
C -0.1 0.0 0.0
C 0.1 0.0 0.0
C -0.1 -0.1 -0.1
C 0.0 -0.1 0.0
N 0.1 -0.1 -0.1
C 0.1 0.1 0.2
C -0.2 -0.1 -0.1
C 0.1 0.0 0.0
C -0.1 0.0 0.0
C 0.0 0.0 0.0
C 0.1 0.0 0.0
C -0.2 0.3 0.2
H 0.0 0.0 0.0
H 0.0 0.0 0.0
H 0.0 0.0 0.0
H 0.0 0.0 0.0
H 0.0 0.0 0.0
H 0.0 0.0 0.0
H 0.0 0.0 0.0
H 0.0 0.0 0.0
C -0.1 0.0 0.1
C 0.0 0.1 0.0
C 0.0 -0.1 0.0
C 0.0 0.0 0.0
C 0.0 0.0 0.0
C 0.0 -0.1 0.1
C 0.0 0.1 -0.1
C 0.0 0.0 0.0
C 0.1 0.0 0.0
S 0.1 0.0 0.0
C -0.1 0.0 0.0
N -0.3 -0.2 0.2
H 0.0 0.0 0.0
H 0.1 0.0 0.0
H 0.0 0.0 0.0
H 0.0 0.0 0.0
H 0.0 0.0 0.0
H 0.0 0.0 0.0
H 0.0 0.0 0.0
H 0.0 0.0 0.0
S 0.2 0.0 0.1
C -0.3 -0.1 -0.2
S -0.1 -0.1 0.0
C 0.5 0.1 0.2
N -0.1 0.0 0.0
N 0.0 0.0 0.1
C -0.1 0.0 -0.1
C 0.0 0.0 0.0
C 0.1 0.0 0.0
C 0.0 0.0 0.0
C 0.0 0.0 0.0
C 0.0 0.0 0.0
S -0.2 0.1 -0.2
H 0.0 0.0 0.0
H 0.0 0.0 0.0
H 0.0 0.0 0.0
H 0.0 0.0 0.0
H 0.0 0.0 0.0


DFT (ωB97M-V/def2-TZVPD) results for an isolated molecule of C6H10.

Properties
Highest occupied orbital energy = -9.9 eV
Net charge = 0
Frontier orbital gap = 11.1 eV
SMILES string = C1CC2(C1)CC2

Last column: natural (NBO) charge in e.
Geometry (Å):
C: -1.223142 1.148687 0.362843  -0.386
C: -0.768110 0.532436 -0.977154  -0.388
C: 0.148912 -0.343835 -0.130347  -0.056
C: -0.840130 -0.197336 1.028628  -0.383
C: 1.599334 -0.065383 0.131234  -0.420
C: 1.169710 -1.353173 -0.529045  -0.419
H: -2.242165 1.530297 0.463301  0.202
H: -0.507873 1.922370 0.660132  0.200
H: -1.580130 -0.077129 -1.397290  0.198
H: -0.349808 1.166031 -1.764872  0.202
H: -1.672779 -0.908928 0.968753  0.199
H: -0.436997 -0.189255 2.046233  0.202
H: 2.153201 0.667638 -0.449552  0.210
H: 1.899217 -0.122778 1.176520  0.208
H: 1.280596 -2.291145 0.006958  0.216
H: 1.370164 -1.418498 -1.596343  0.215

Atomic forces in eV per Å
C -0.2 0.2 0.1
C 0.1 0.1 -0.2
C 0.1 0.0 0.0
C 0.0 -0.1 0.2
C 0.1 0.2 0.1
C 0.0 -0.2 -0.1
H 0.1 -0.1 0.0
H -0.2 -0.1 0.0
H 0.2 0.1 0.0
H 0.0 0.0 0.2
H 0.1 0.1 0.0
H -0.1 0.0 -0.2
H -0.2 -0.1 0.0
H 0.0 0.0 -0.2
H -0.1 0.1 0.0
H -0.1 -0.1 0.2


Question: The highest net charge belongs to which entry?
Answer: C45H43IrN3OP2S3